1.
DFT (ωB97M-V with the def2-TZVPD basis set) results for a cluster of 2 separate species, CH4NP in total at a distorted geometry.

Computed properties:
frontier orbital gap (alpha / beta)	0.254 / 0.372	Ha
spin multiplicity	3
LUMO level (alpha / beta)	-0.2 / -1.0	eV

Cartesian coordinates (Å):
C -0.2400 -1.4838 -0.2780
N 0.2656 2.4626 0.3552
P -1.0184 1.7185 -0.0867
H -0.7002 -2.4323 -0.4431
H 0.2687 -0.9768 -1.0991
H 0.4357 -1.3867 0.5942
H 0.9887 2.0985 0.9575

---

2.
DFT (ωB97M-V with the def2-TZVPD basis set) results for the molecule C15H17N3O5 at a distorted geometry.

Computed properties:
frontier orbital gap	0.323	Ha
spin multiplicity	1
LUMO level	0.5	eV
structure (SMILES)	N[C@@H](Cc1c[nH]c2ccccc12)C(=O)N[C@@H](CC(=O)O)C(=O)O

Cartesian coordinates (Å):
C -1.9450 2.2109 -0.5608
C -2.0208 0.8716 0.1645
C -0.8116 3.0574 0.0866
C 0.4666 2.3021 0.1984
C 0.9874 1.7637 1.3595
C 1.2572 1.7798 -0.8727
C 2.2245 0.9116 -0.2921
C 1.2193 1.9083 -2.2789
C 3.1332 0.1747 -1.0814
C 2.1073 1.1835 -3.0441
C 3.0550 0.3108 -2.4440
C -1.1085 -1.4076 0.3673
C -0.2886 -1.2482 1.6584
C -0.4135 -2.3916 -0.5704
C -0.1965 -3.7710 0.0019
H -3.5124 2.9668 0.4032
H -3.9038 2.5032 -1.0494
H -1.6870 2.0232 -1.6187
H -0.7181 3.9642 -0.5090
H -1.1559 3.3327 1.0605
H 0.6359 1.8764 2.3857
H 2.4460 0.2388 1.7218
H 0.5320 2.5939 -2.7446
H 3.8450 -0.4822 -0.6151
H 2.1017 1.2714 -4.1251
H 3.7320 -0.2283 -3.1098
H -0.5480 0.1045 -1.0072
H -2.1076 -1.7512 0.6354
H 0.5654 -2.0069 -0.8444
H -1.0443 -2.4970 -1.4824
H -0.8774 -4.9393 1.2744
H -1.7196 -0.1446 2.2982
N -3.1853 2.9587 -0.5137
N 2.0569 0.9528 1.0709
N -1.2816 -0.1438 -0.3251
O -2.7305 0.7320 1.1731
O 0.8233 -1.7254 1.7903
O 0.6514 -4.5464 -0.3578
O -1.0849 -4.0607 0.9681
O -0.8731 -0.5416 2.6199

---

3.
DFT (ωB97M-V with the def2-TZVPD basis set) results for a structure of composition C25H32BBrCaCl8CsF5N3NaO11S at a distorted geometry.

Computed properties:
frontier orbital gap	0.046	Ha
spin multiplicity	1
LUMO level	-4.2	eV

Cartesian coordinates (Å):
C 5.7174 -2.1784 0.5257
O 4.3095 -2.5126 0.3910
C 3.5171 -1.3564 -0.0070
C 2.3862 -1.1401 1.1149
C 1.3865 0.1159 0.7858
C 0.2884 0.2076 1.9638
C -1.2470 0.4255 1.4509
Br -2.4389 0.3562 3.0775
C -1.3077 1.9778 0.9014
N -1.4346 3.0652 0.3852
C -1.6914 -0.5803 0.2650
C -1.6479 0.2855 -1.1123
N -1.6348 0.7682 -2.2297
C -3.1861 -1.1587 0.3695
C -3.3534 -2.4900 1.2578
C -2.1457 -3.5430 1.1549
C -2.0376 -4.3250 -0.2389
O -2.1084 -3.4825 -1.4196
C -0.8278 -3.1042 -1.9040
C -0.7656 -2.4570 -3.4174
O 0.2706 -3.1735 -1.2694
H 5.9114 -1.5749 1.4953
H 6.1081 -1.5853 -0.3963
H 6.3748 -3.1282 0.5855
H 2.9873 -1.6357 -0.9875
H 4.2009 -0.4321 -0.1059
H 2.8087 -0.9408 2.1626
H 1.7219 -2.0920 1.1561
H 1.9915 1.1072 0.6947
H 0.9646 -0.0943 -0.2584
H 0.3518 -0.7612 2.5729
H 0.6158 1.1168 2.6471
H -0.8656 -1.3655 0.1513
H -3.9707 -0.3748 0.7175
H -3.5092 -1.4278 -0.7146
H -4.3038 -3.0312 0.8581
H -3.6215 -2.2062 2.3531
H -1.1795 -2.9989 1.4774
H -2.3381 -4.3527 1.9687
H -1.1176 -5.0112 -0.1862
H -2.9545 -5.0358 -0.2920
H 0.1317 -1.7295 -3.4884
H -1.7144 -1.8041 -3.5762
H -0.6308 -3.2577 -4.2363
Ca 1.4033 2.8473 2.7178
C -5.8051 -2.4756 5.1449
Cl -6.9147 -2.4460 6.5312
Cl -4.8811 -3.9938 5.1562
Cl -6.7363 -2.3593 3.6365
Cl -4.6824 -1.0989 5.2549
C 5.9797 4.5688 -0.8965
F 6.3058 5.8750 -1.0522
F 5.3488 4.2017 -2.0416
F 7.1543 3.8891 -0.8830
S 4.9518 4.2606 0.6233
O 3.7416 5.0570 0.4428
O 5.7733 4.7062 1.7418
O 4.6940 2.8156 0.6329
B -1.3802 8.7626 4.0203
O -0.0941 8.6425 4.7261
C 0.2325 7.3552 4.7343
O 1.2382 6.9064 5.2377
C -0.8022 6.5834 4.0478
O -0.8036 5.3792 3.8822
O -1.7571 7.3941 3.6219
F -1.2299 9.5909 2.8538
F -2.3728 9.3129 4.8924
Cl -1.6507 11.7395 2.1310
N 1.2939 -5.4133 -4.0120
C 2.4443 -5.8984 -4.5781
C 2.0935 -6.7498 -5.5945
C 0.6795 -6.7783 -5.6473
C 0.2132 -5.9427 -4.6602
H 1.2491 -4.7665 -3.2361
H 3.4120 -5.5950 -4.2080
H 2.7787 -7.2915 -6.2301
H 0.0711 -7.3459 -6.3290
H -0.7923 -5.6808 -4.3631
Cs -1.4107 1.6373 4.6286
C 0.6347 7.1022 -0.8341
Cl 0.1829 8.3024 0.3842
Cl 2.3853 7.0812 -1.0669
Cl 0.0375 5.4953 -0.3725
H 0.1684 7.3797 -1.7782
Na -1.0518 -7.0268 -7.3270
C -4.4245 -1.8249 -3.7541
O -4.4472 -1.9360 -5.0781
H -5.4015 -1.7395 -3.2336
H -3.9564 -2.6567 -3.1831
H -3.8845 -0.9507 -3.3263

---

4.
DFT (ωB97M-V with the def2-TZVPD basis set) results for the ion C9H15N5 with charge +2 at a distorted geometry.

Computed properties:
frontier orbital gap	0.343	Ha
spin multiplicity	1
total charge	+2
LUMO level	-7.7	eV
structure (SMILES)	C=C[C@@H](C)/C(=N/C=[NH2+])[n+]1cccn1N

Cartesian coordinates (Å):
C 3.2514 -1.1043 1.0173
C 3.6100 -0.4574 -0.1903
C 1.9468 -0.7317 1.3169
C -0.9106 -2.6123 0.6172
C -1.2758 -1.4028 0.3003
C -0.6591 2.5289 0.8349
C 0.0392 0.3044 -0.1507
C -1.7450 -0.0123 -1.7974
C -0.7283 -0.6607 -0.8716
N -0.3775 1.3417 0.4135
N 2.5135 0.1592 -0.6674
N 1.4799 -0.0747 0.2179
N 2.2363 0.9540 -1.7654
N -1.4859 2.6911 1.8792
H 4.0296 -1.6956 1.6304
H 4.6032 -0.3490 -0.6181
H 1.2995 -1.0087 2.1873
H -1.4524 -3.2824 1.3845
H -0.0256 -3.1145 0.1191
H -2.1528 -0.9327 0.8812
H -0.2187 3.2579 0.1810
H -2.3422 0.6927 -1.3422
H -2.3576 -0.7323 -2.1877
H -1.2699 0.5635 -2.6535
H 0.0569 -1.2662 -1.4268
H 2.7789 1.7749 -1.8852
H 2.2596 0.4059 -2.5955
H -1.4610 3.4509 2.5918
H -1.8725 1.8420 2.1639

---

- Which value of spin multiplicity does entry 2 give?
  1